Record 1
59
Properties=species:S:1:pos:R:3 method="wB97M-V/def2-TZVPD" homo_lumo_gap_ev="8.460 / 8.593" total_charge=+2 homo_ha="-0.5441 / -0.5467" spin_multiplicity=4 s2=3.79 de_lowest_kj_mol=103.3
Cr 1.1229 -0.3626 -0.2878
O 0.1016 -4.0155 0.9991
C 0.6668 -3.0200 0.6366
N 0.2058 -1.7254 0.6713
C -0.6829 -1.3075 1.6432
O -1.7376 -1.7824 1.9655
C -0.0645 -0.0934 2.2761
C -0.4751 0.3650 3.5172
C 0.1747 1.4603 4.0693
C 1.1921 2.0517 3.3367
C 1.5484 1.5163 2.1090
N 0.9482 0.4558 1.5757
C 2.0808 -2.9933 0.1206
C 2.8366 -4.1508 0.0021
C 4.1436 -4.0510 -0.4544
C 4.6298 -2.7940 -0.7910
C 3.8143 -1.6863 -0.6167
N 2.5689 -1.7734 -0.1566
H -1.2740 -0.1503 4.0288
H -0.0937 1.8372 5.0436
H 1.7172 2.9192 3.6981
H 2.3457 1.9609 1.5295
H 2.3905 -5.0945 0.2762
H 4.7669 -4.9274 -0.5370
H 5.6276 -2.6701 -1.1823
H 4.1740 -0.6943 -0.8622
C -0.1714 -1.9770 -2.7795
O 0.9492 -1.2626 -2.2710
C 1.7434 -0.6299 -3.2706
C 1.9270 0.8498 -2.9389
O 2.3807 0.9501 -1.5881
C 2.8480 2.2563 -1.2598
H 0.1667 -2.7281 -3.4990
H -0.8842 -1.2943 -3.2540
H -0.6444 -2.4767 -1.9351
H 1.2685 -0.7172 -4.2509
H 2.7205 -1.1327 -3.2952
H 0.9836 1.4054 -3.0487
H 2.6731 1.2664 -3.6261
H 3.5905 2.5890 -1.9891
H 3.3233 2.1933 -0.2813
H 2.0244 2.9756 -1.2389
C -5.5859 -0.1637 -0.1793
C -4.4761 0.7732 0.0945
C -4.6333 1.9465 0.8040
C -3.5197 2.7710 1.0340
N -2.3147 2.4151 0.5852
C -2.1833 1.3299 -0.1353
S -0.7419 1.0296 -1.0076
N -3.2371 0.4954 -0.3747
C -3.6379 4.0612 1.7452
H -6.5358 0.3163 0.0421
H -5.4975 -1.0451 0.4603
H -5.5853 -0.5022 -1.2152
H -5.6095 2.2237 1.1675
H -3.0771 -0.3419 -0.9298
H -4.6268 4.4919 1.6095
H -2.8762 4.7560 1.4009
H -3.4896 3.9013 2.8140

***

Record 2
19
Properties=species:S:1:pos:R:3 method="wB97M-V/def2-TZVPD" homo_lumo_gap_ev=11.758 total_charge=0 homo_ha=-0.3925 spin_multiplicity=1 smiles=CCC.CC de_lowest_kj_mol=115.9
C -1.6637 1.2674 0.6449
C -1.6911 -0.1151 0.0150
C -2.1730 -0.4380 -1.3936
H -2.5664 1.8743 0.8504
H -1.1305 1.2783 1.6153
H -1.0725 1.9669 0.0247
H -2.1733 -0.8115 0.6915
H -0.6069 -0.5381 0.0075
H -3.2479 -0.5199 -1.6294
H -1.9567 -1.5173 -1.4225
H -1.9615 0.1375 -2.3059
C 2.1643 -0.6375 -0.2593
C 2.8378 -0.1425 1.0064
H 2.4544 -1.6919 -0.4619
H 1.1205 -0.4375 -0.3024
H 2.5814 -0.0317 -1.0633
H 2.3898 0.8318 1.3312
H 2.8829 -0.7625 1.9007
H 3.8124 0.2873 0.7507

***

Record 3
19
Properties=species:S:1:pos:R:3 method="wB97M-V/def2-TZVPD" homo_lumo_gap_ev=9.107 total_charge=0 homo_ha=-0.3405 spin_multiplicity=1 smiles="CC(C)(C)C1=[PH]=NN=N1" de_lowest_kj_mol=154.4
C 0.1473 1.2415 1.3968
C -0.3044 0.1351 0.4375
C -0.2386 -1.2307 1.1220
C -1.7354 0.4087 -0.0561
C 0.5512 0.1510 -0.7614
P 0.9934 -1.5642 -2.0511
N 1.7961 -0.3544 -2.9164
N 1.7223 0.8186 -2.5505
N 1.0205 1.1109 -1.4213
H 0.1581 2.2025 0.8892
H -0.5305 1.2940 2.2449
H 1.1509 1.0375 1.7640
H 0.7845 -1.4629 1.4130
H -0.5920 -2.0085 0.4479
H -0.8584 -1.2346 2.0156
H -2.0275 -0.3265 -0.8045
H -1.8003 1.3994 -0.4995
H -2.4271 0.3482 0.7805
H 2.1897 -1.9656 -1.4504

***

Record 4
15
Properties=species:S:1:pos:R:3 method="wB97M-V/def2-TZVPD" homo_lumo_gap_ev=8.677 total_charge=0 homo_ha=-0.3147 spin_multiplicity=1 smiles="C=NNN.NC=O" de_lowest_kj_mol=591.5
C 2.4254 -0.1414 0.4509
N 1.5033 0.4042 -0.2275
N 0.0118 0.5759 0.5765
N -0.6945 1.6765 0.1388
H 2.6197 0.1383 1.4968
H 3.1713 -0.7801 -0.0412
H 0.0113 0.3089 1.5580
H -0.8009 1.6449 -0.8763
H -0.3072 2.5810 0.4022
N -1.8489 -0.6721 -0.9800
C -0.7283 -1.1346 -0.2408
O -0.7518 -2.1461 0.4846
H -2.4117 -1.3581 -1.4675
H -2.4339 -0.0674 -0.4039
H 0.2344 -1.0300 -0.8708

***

Record 5
67
Properties=species:S:1:pos:R:3 method="wB97M-V/def2-TZVPD" homo_lumo_gap_ev=4.610 total_charge=0 homo_ha=-0.2212 spin_multiplicity=1
C 1.3997 2.0156 3.2023
C 0.6519 1.9310 2.2728
C -0.2042 1.8114 1.0803
O -0.7159 3.1102 0.7856
C 0.1695 4.0731 0.9038
N 1.0504 4.8103 0.8194
C -1.4058 0.8139 1.2617
F -2.6274 1.4309 1.2794
C -1.3262 -0.1756 0.0875
N 0.1498 -0.2818 -0.1639
O 0.6707 -0.8050 1.0643
C 0.6016 -2.2306 1.1094
C 0.6459 -2.6879 2.5973
C 1.1684 -1.6037 3.5526
C 1.4845 -3.9720 2.7342
C 0.8824 -5.1494 1.9187
C 2.9813 -3.7705 2.4258
B 0.6206 -1.0437 -1.4339
O -0.3604 -1.3618 -2.3259
C 2.1218 -1.4046 -1.6436
C 2.5520 -0.8177 -3.0332
C 0.5418 1.1738 -0.1123
C 0.7441 1.9790 -1.3853
C -0.4035 2.0649 -2.3994
N -1.7508 2.3407 -1.8854
C -2.7059 2.0309 -3.0089
C -3.1772 0.5797 -3.0135
C -1.9716 3.7672 -1.6527
C -3.1824 4.1145 -0.8215
O -1.2717 4.6073 -2.1565
H 2.1995 2.0113 3.9049
H -1.3686 0.3444 2.2448
H -1.9016 0.2502 -0.7332
H -1.8314 -1.1083 0.3382
H -0.3269 -2.6290 0.6926
H 1.4626 -2.6977 0.6235
H -0.3686 -2.9600 2.9028
H 2.0461 -1.0965 3.1580
H 0.4102 -0.8894 3.8638
H 1.5004 -2.1118 4.4628
H 1.4022 -4.2677 3.7829
H -0.1567 -4.9159 1.6767
H 0.9030 -6.0605 2.5144
H 1.4422 -5.3355 1.0013
H 3.6322 -4.3688 3.0596
H 3.1725 -4.0971 1.3972
H 3.2946 -2.7268 2.4581
H -0.7113 -2.2534 -2.2079
H 2.1642 -2.4951 -1.7233
H 2.7574 -1.0360 -0.8400
H 3.2669 -0.0134 -2.8743
H 3.0227 -1.5772 -3.6544
H 1.7028 -0.4494 -3.6094
H 1.5656 1.0897 0.2725
H 1.6316 1.6340 -1.9240
H 0.9945 2.9930 -1.0592
H -0.1031 2.7945 -3.1624
H -0.4640 1.1106 -2.9374
H -3.5546 2.7085 -2.9516
H -2.1456 2.2003 -3.9346
H -3.5768 0.2665 -2.0475
H -3.9788 0.4667 -3.7467
H -2.3698 -0.0878 -3.3195
H -3.7202 3.1976 -0.5620
H -2.9755 4.7058 0.1200
H -3.8728 4.7016 -1.4348
Br -2.4784 5.3522 2.1893

***

Record 6
11
Properties=species:S:1:pos:R:3 method="wB97M-V/def2-TZVPD" homo_lumo_gap_ev=9.998 total_charge=0 homo_ha=-0.3355 spin_multiplicity=1 smiles="O=C1NC[C@@H]1O" de_lowest_kj_mol=324.0
O -1.1220 -1.7926 0.1444
C -0.4175 -0.8364 0.3752
N -0.5592 0.1842 1.2689
C 0.1802 1.1906 0.5565
C 0.6353 -0.2478 -0.5120
O 0.3860 -0.4598 -1.8589
H -1.4428 0.2890 1.7523
H 1.0923 1.5008 1.0558
H 0.0233 1.3747 -0.4892
H 1.6947 -0.2841 -0.3357
H -0.4703 -0.9186 -1.9573

***

One value per record, in order, for E: -78121.6023, -5410.8480, -19103.4496, -10206.4818, -108451.5872, -8774.3370 eV.